{
  "formula": "C31H31IMoN5O5Se",
  "method": "the ωB97M-V functional and the def2-TZVPD basis",
  "homo_ha": [-0.172, -0.171],
  "energy_ha": -4617.406569,
  "charge": -1,
  "e_above_lowest_kcal_mol": 36.6,
  "orbital_gap_ev": [6.43, 6.43],
  "symbols": ["Mo", "O", "C", "C", "C", "C", "C", "C", "C", "C", "N", "H", "H", "H", "H", "H", "H", "H", "H", "H", "H", "H", "O", "C", "O", "C", "C", "C", "N", "C", "C", "C", "O", "O", "H", "H", "H", "I", "C", "N", "C", "Se", "N", "C", "C", "C", "C", "C", "C", "H", "H", "H", "H", "H", "H", "H", "H", "C", "C", "C", "C", "C", "C", "C", "C", "N", "H", "H", "H", "H", "H", "H", "H", "H", "H"],
  "coordinates": [[-0.5850, -0.3275, -0.6180], [2.6428, -1.8365, 0.2938], [3.1498, -2.0813, 1.5968], [2.0819, -2.5521, 2.5775], [0.8762, -1.6005, 2.7630], [1.2440, -0.3519, 3.5152], [0.8815, -0.1763, 4.8502], [1.2571, 0.9847, 5.5047], [1.9858, 1.9412, 4.8156], [2.3006, 1.6851, 3.4894], [1.9430, 0.5734, 2.8518], [2.2598, -2.6462, -0.0641], [3.5646, -1.1345, 1.9254], [3.9577, -2.8207, 1.5627], [2.5650, -2.7138, 3.5478], [1.6971, -3.5196, 2.2368], [0.0812, -2.1305, 3.2858], [0.4675, -1.3266, 1.7889], [0.2953, -0.9334, 5.3586], [0.9786, 1.1406, 6.5418], [2.2871, 2.8684, 5.2839], [2.8551, 2.4099, 2.9000], [-3.3633, 5.4388, -1.0536], [-3.7488, 4.8118, -2.0883], [-4.6285, 5.0989, -2.8976], [-3.0381, 3.4726, -2.2135], [-3.7292, 2.2728, -2.1460], [-3.0405, 1.1039, -1.9039], [-1.7157, 1.0832, -1.7253], [-1.0275, 2.2238, -1.9536], [-1.6465, 3.4195, -2.2026], [0.4716, 2.1017, -1.7688], [1.2251, 2.9783, -2.1077], [0.8112, 0.9492, -1.2410], [-4.8086, 2.2614, -2.2094], [-3.5496, 0.1639, -1.7645], [-1.0375, 4.3083, -2.2899], [-2.6888, -1.4083, 0.8285], [-2.1481, 2.7796, 4.3238], [-2.1607, 3.7250, 3.2273], [-1.8860, 3.4452, 1.9128], [-1.0444, 1.8842, 1.4265], [-2.1525, 4.5583, 1.1944], [-2.6262, 5.5550, 2.0597], [-3.0275, 6.8583, 1.8117], [-3.4555, 7.6055, 2.9025], [-3.4805, 7.0644, 4.1913], [-3.0643, 5.7618, 4.4345], [-2.6274, 5.0288, 3.3417], [-1.7028, 1.8546, 3.9750], [-3.1680, 2.5889, 4.6610], [-1.5589, 3.1741, 5.1521], [-2.5079, 4.6472, 0.2035], [-3.0155, 7.2534, 0.8036], [-3.7911, 8.6245, 2.7523], [-3.8398, 7.6685, 5.0162], [-3.0914, 5.3361, 5.4306], [1.7160, -1.3684, -3.5479], [1.4283, -2.7494, -3.0322], [2.0606, -3.8673, -3.5588], [1.7965, -5.1414, -3.0749], [0.8694, -5.3034, -2.0574], [0.2133, -4.2110, -1.5031], [-0.7944, -4.3722, -0.4025], [0.5133, -2.9227, -1.9760], [-0.0529, -1.8143, -1.3619], [2.2951, -1.4133, -4.4710], [2.2709, -0.7859, -2.8096], [0.7901, -0.8252, -3.7373], [2.7769, -3.7343, -4.3622], [2.3038, -6.0025, -3.4934], [0.6410, -6.2971, -1.6852], [-1.0291, -5.4267, -0.2441], [-1.7133, -3.8358, -0.6315], [-0.4299, -3.9505, 0.5376]],
  "forces_ev_per_a": [[0.61, -2.08, -0.24], [-0.05, 0.01, 0.06], [-0.24, 0.02, -0.10], [-0.25, 0.11, -0.06], [0.46, -0.10, 0.05], [-0.03, 0.15, -0.02], [-0.04, 0.00, 0.01], [-0.02, -0.02, 0.07], [-0.05, -0.01, -0.04], [-0.07, -0.07, -0.08], [0.06, -0.07, 0.05], [0.01, -0.03, 0.00], [0.08, 0.12, 0.01], [0.03, -0.03, 0.02], [-0.06, -0.07, -0.01], [0.03, -0.04, 0.04], [-0.05, 0.01, 0.02], [0.02, 0.00, -0.09], [0.04, 0.01, -0.04], [0.01, 0.01, -0.06], [0.02, 0.00, 0.00], [-0.04, -0.03, 0.03], [0.12, -0.11, -0.09], [-0.37, 0.03, 0.21], [0.17, 0.00, -0.02], [0.29, 0.14, 0.10], [-0.18, -0.07, -0.06], [-0.12, -0.06, 0.15], [-0.14, -0.06, -0.82], [0.27, -0.22, 0.17], [0.03, 0.06, 0.00], [-0.27, -0.71, -0.02], [0.21, 0.32, -0.07], [0.56, 1.22, -0.03], [0.00, 0.01, -0.01], [-0.04, -0.10, 0.08], [0.00, 0.02, 0.03], [-0.34, -0.03, 0.24], [0.10, 0.11, 0.00], [-0.13, -0.08, -0.03], [0.22, 0.11, 0.10], [0.10, 0.17, 0.42], [-0.83, 0.43, 0.17], [0.16, -0.09, -0.27], [-0.05, 0.05, -0.07], [0.01, -0.08, -0.02], [0.00, -0.04, -0.01], [0.00, -0.01, 0.09], [0.01, -0.20, 0.01], [0.04, -0.07, -0.03], [-0.02, 0.02, 0.00], [0.02, 0.02, 0.00], [0.53, -0.09, -0.11], [-0.07, -0.06, 0.04], [0.03, -0.04, -0.02], [0.04, -0.02, -0.03], [0.02, 0.03, -0.05], [0.09, -0.07, 0.05], [-0.05, 0.25, 0.09], [0.00, -0.08, -0.07], [-0.04, 0.11, 0.01], [-0.03, -0.07, -0.01], [-0.09, 0.08, 0.18], [0.05, -0.18, -0.05], [0.21, -0.10, 0.08], [-0.87, 1.35, -0.02], [-0.01, 0.00, 0.03], [-0.04, 0.02, 0.02], [-0.03, 0.03, -0.01], [-0.03, 0.03, 0.01], [-0.01, 0.03, 0.00], [0.00, 0.05, 0.00], [0.04, 0.03, 0.01], [0.00, 0.01, 0.02], [-0.03, 0.03, 0.00]],
  "mulliken_charge": [0.9465, -0.3700, -0.6982, -0.8978, 1.4555, 0.3652, -0.7536, -0.4163, -0.4705, -0.4154, -0.1887, 0.2208, 0.4209, 0.3143, 0.3859, 0.3485, 0.5403, -1.3756, 0.3973, 0.4183, 0.4299, 0.4074, -0.7246, 0.1763, -0.7200, 0.7818, -0.8264, -0.4041, -0.0923, 0.5652, -0.6107, 0.2166, -0.7014, -0.6052, 0.4589, 0.5257, 0.4677, -0.4205, -1.0017, 0.4138, -0.2527, -0.1423, 0.2482, -0.0707, -0.5985, -0.4699, -0.5511, -0.5989, 0.7059, 0.1935, 0.3198, 0.3476, 0.1914, 0.4497, 0.3796, 0.3690, 0.4027, -1.2948, 1.4339, -0.9064, -0.7220, -0.8634, 1.2369, -1.1005, -0.7143, -0.2238, 0.4426, 0.2478, 0.1873, 0.3658, 0.3825, 0.3623, 0.3972, 0.2028, 0.0791]
}

{
  "formula": "C42H56N3O7OsP3Si",
  "method": "the ωB97M-V functional and the def2-TZVPD basis",
  "homo_ha": [-0.527, -0.527],
  "energy_ha": -3728.602948,
  "charge": 2,
  "orbital_gap_ev": [6.88, 6.88],
  "symbols": ["Os", "C", "C", "C", "P", "C", "C", "C", "C", "C", "C", "C", "C", "C", "Si", "C", "C", "C", "C", "C", "C", "P", "C", "C", "C", "C", "C", "C", "C", "C", "C", "C", "C", "C", "P", "C", "C", "C", "C", "C", "C", "H", "H", "H", "H", "H", "H", "H", "H", "H", "H", "H", "H", "H", "H", "H", "H", "H", "H", "H", "H", "H", "H", "H", "H", "H", "H", "H", "H", "H", "H", "H", "H", "H", "H", "H", "H", "H", "H", "H", "H", "H", "H", "H", "H", "H", "H", "H", "H", "H", "H", "H", "H", "H", "H", "O", "N", "O", "C", "C", "C", "C", "O", "C", "C", "N", "O", "O", "N", "O", "O", "H", "H"],
  "coordinates": [[0.0074, -0.8421, 1.0445], [0.1744, 0.7305, 5.7972], [0.7257, 0.2663, 4.4478], [1.8643, 1.1774, 3.9855], [-0.5382, 0.1671, 3.1187], [-1.8174, -1.1037, 3.5429], [-2.9833, -0.6703, 4.4333], [-1.1591, -2.3760, 4.0957], [-1.2338, 1.8312, 3.0562], [-2.0452, 2.4108, 4.0351], [-2.5241, 3.6954, 3.8458], [-2.1912, 4.4040, 2.6935], [-1.3638, 3.8337, 1.7421], [-0.8708, 2.5389, 1.9186], [0.1717, 1.6224, 0.6674], [1.8745, 2.4429, 0.5453], [2.0055, 3.7231, 1.0873], [3.1319, 4.5008, 0.8534], [4.1669, 4.0183, 0.0697], [4.0838, 2.7392, -0.4566], [2.9534, 1.9585, -0.2237], [2.9111, 0.2472, -0.7382], [2.7454, -0.0343, -2.5178], [3.9046, 0.6138, -3.2862], [1.4064, 0.4017, -3.0934], [4.5009, -0.4868, -0.2576], [4.6809, -1.9117, -0.7964], [4.7492, -0.3889, 1.2482], [-0.6532, 1.9309, -0.9866], [-0.3679, 3.0773, -1.7335], [-1.1061, 3.3829, -2.8659], [-2.1351, 2.5420, -3.2755], [-2.4297, 1.4016, -2.5466], [-1.6901, 1.1004, -1.4030], [-2.0211, -0.3536, -0.3855], [-3.6707, -0.0550, 0.4555], [-4.8815, -0.2992, -0.4574], [-3.8050, 1.3484, 1.0450], [-2.4153, -1.7302, -1.5437], [-2.8073, -2.9956, -0.7745], [-1.4214, -1.9453, -2.6809], [0.9790, 0.6737, 6.5314], [-0.6389, 0.1068, 6.1671], [-0.1584, 1.7671, 5.7637], [1.1125, -0.7401, 4.5755], [1.5366, 2.2185, 3.9434], [2.2557, 0.8973, 3.0059], [2.6843, 1.1161, 4.7016], [-2.2603, -1.3424, 2.5594], [-2.6501, -0.3261, 5.4106], [-3.6262, -1.5365, 4.5947], [-3.5886, 0.1092, 3.9727], [-0.7582, -2.2041, 5.0955], [-0.3506, -2.7609, 3.4735], [-1.9086, -3.1635, 4.1728], [-2.3185, 1.8730, 4.9305], [-3.1622, 4.1463, 4.5936], [-2.5847, 5.4001, 2.5406], [-1.1336, 4.3897, 0.8400], [1.2234, 4.1318, 1.7140], [3.2001, 5.4883, 1.2905], [5.0435, 4.6237, -0.1160], [4.9154, 2.3578, -1.0354], [2.8278, -1.1236, -2.6056], [3.8454, 1.7020, -3.2343], [3.8278, 0.3306, -4.3356], [4.8890, 0.2991, -2.9400], [1.3059, 1.4867, -3.0784], [0.5678, -0.0324, -2.5578], [1.3505, 0.0771, -4.1331], [5.2277, 0.1610, -0.7584], [3.8198, -2.5461, -0.5669], [5.5585, -2.3638, -0.3351], [4.8310, -1.9281, -1.8749], [4.0785, -1.0386, 1.8088], [4.6315, 0.6292, 1.6217], [5.7695, -0.7068, 1.4609], [0.4440, 3.7346, -1.4414], [-0.8749, 4.2706, -3.4398], [-2.7027, 2.7716, -4.1672], [-3.2196, 0.7459, -2.8900], [-3.7161, -0.7894, 1.2668], [-4.8887, 0.3926, -1.3008], [-5.7786, -0.0922, 0.1267], [-4.9710, -1.3148, -0.8304], [-3.7160, 2.1083, 0.2668], [-3.0797, 1.5664, 1.8207], [-4.7992, 1.4393, 1.4835], [-3.3282, -1.3531, -2.0117], [-1.9921, -3.3780, -0.1665], [-3.0705, -3.7813, -1.4824], [-3.6771, -2.8267, -0.1381], [-0.4320, -2.2167, -2.3269], [-1.3456, -1.0581, -3.3092], [-1.7845, -2.7620, -3.3058], [5.0412, -5.5482, 2.3662], [4.3781, -5.9057, 1.4182], [4.5511, -6.8976, 0.7508], [3.2541, -5.0315, 1.0324], [2.9366, -3.9653, 1.8206], [1.8813, -3.1480, 1.3913], [1.1168, -3.3779, 0.2238], [0.1751, -2.5701, -0.1155], [1.5097, -4.5176, -0.5308], [2.5578, -5.3116, -0.1505], [0.7880, -4.8924, -1.7554], [-0.4126, -4.7211, -1.7512], [1.4508, -5.2953, -2.6826], [1.5567, -1.9657, 2.0620], [1.7457, -0.3709, 0.0515], [2.2160, -1.6808, 3.0339], [3.4939, -3.7479, 2.7203], [2.8444, -6.1622, -0.7552]],
  "forces_ev_per_a": [[-0.27, 0.30, 0.23], [-0.05, 0.06, 0.00], [0.03, -0.06, 0.08], [-0.01, 0.03, -0.02], [0.18, 0.27, 0.14], [0.21, -0.20, -0.12], [-0.13, 0.07, -0.12], [0.02, 0.00, 0.08], [0.06, -0.09, 0.21], [0.04, -0.01, 0.04], [0.03, 0.02, -0.05], [-0.03, -0.03, 0.07], [0.01, -0.03, -0.07], [0.12, 0.19, -0.07], [-0.05, -0.10, -0.08], [0.09, -0.13, 0.01], [-0.02, -0.06, 0.04], [0.07, 0.05, -0.02], [-0.01, 0.05, 0.03], [-0.06, -0.01, 0.01], [-0.08, 0.12, -0.06], [-0.12, -0.04, 0.25], [0.09, 0.03, -0.02], [0.03, 0.00, 0.00], [-0.01, 0.05, -0.04], [-0.01, -0.01, 0.00], [-0.12, 0.01, 0.02], [-0.06, 0.01, -0.01], [0.10, 0.12, 0.02], [-0.02, -0.01, 0.04], [-0.05, -0.02, -0.04], [0.04, 0.04, 0.00], [0.02, -0.07, -0.01], [-0.12, -0.01, -0.01], [0.35, -0.04, 0.02], [-0.02, -0.11, 0.06], [0.02, 0.05, -0.01], [0.01, 0.00, 0.01], [-0.14, 0.05, 0.02], [0.02, 0.00, 0.01], [0.08, 0.02, 0.01], [0.02, 0.00, -0.02], [-0.02, -0.01, -0.01], [-0.01, -0.01, 0.01], [-0.04, -0.02, -0.02], [0.00, 0.00, -0.01], [0.00, -0.01, 0.01], [0.00, 0.01, 0.01], [0.03, -0.14, -0.05], [0.04, -0.02, 0.00], [-0.01, 0.00, -0.01], [0.02, 0.04, 0.01], [-0.01, 0.00, 0.00], [-0.02, 0.02, -0.01], [-0.02, 0.01, 0.01], [-0.01, 0.00, -0.01], [-0.01, 0.00, 0.00], [0.00, 0.01, 0.01], [0.04, -0.01, 0.01], [-0.03, -0.02, -0.01], [0.00, 0.00, 0.00], [0.00, 0.01, 0.01], [-0.01, -0.03, -0.02], [-0.01, -0.02, 0.04], [0.00, 0.00, 0.00], [-0.01, 0.01, -0.01], [0.00, -0.01, 0.01], [0.00, 0.01, 0.01], [-0.04, -0.02, 0.03], [-0.01, -0.01, 0.00], [0.04, 0.01, 0.01], [0.03, 0.03, 0.03], [0.01, 0.01, 0.00], [0.00, -0.01, -0.01], [0.01, -0.01, -0.01], [-0.01, 0.00, 0.00], [0.01, 0.01, 0.01], [0.01, -0.01, 0.03], [0.00, 0.00, 0.00], [0.00, 0.01, 0.00], [-0.01, -0.01, 0.02], [0.00, 0.00, -0.03], [0.01, 0.01, -0.02], [-0.01, 0.00, 0.00], [0.01, -0.02, 0.01], [0.01, 0.00, -0.01], [-0.13, -0.07, -0.12], [-0.02, 0.02, 0.00], [-0.01, 0.01, -0.05], [0.03, -0.01, -0.01], [0.00, 0.01, -0.02], [0.02, -0.01, 0.03], [0.01, 0.01, 0.01], [0.00, 0.01, 0.00], [0.02, -0.01, 0.01], [0.00, -0.02, 0.04], [0.02, 0.06, 0.01], [0.01, -0.03, -0.03], [-0.01, 0.05, 0.05], [0.03, -0.12, -0.22], [-0.01, 0.32, 0.23], [0.12, -0.16, -0.12], [-0.10, 0.04, 0.13], [0.00, -0.19, 0.07], [-0.09, 0.03, 0.05], [-0.02, 0.53, -0.11], [-0.01, -0.21, 0.07], [0.03, -0.15, 0.03], [0.14, -0.22, -0.16], [-0.13, -0.35, -0.33], [-0.12, 0.10, -0.20], [0.00, 0.00, 0.02], [0.01, 0.00, -0.01]],
  "mulliken_charge": [1.2735, -1.3578, 0.7562, -1.2887, -0.1351, 1.4177, -1.7333, -1.4418, -0.3301, -0.0706, -1.2406, -0.9022, -0.2192, 0.9006, -1.3997, 0.9512, -0.2954, -0.9615, -0.9108, -0.5032, 0.3064, -0.0014, 0.7931, -1.7632, -1.4002, 0.6454, -1.8812, -1.5213, 0.5320, -0.1583, -0.7475, -1.0509, -0.5918, -0.4582, 0.3221, 1.0418, -1.7708, -2.0022, 0.5441, -1.7200, -1.4436, 0.4679, 0.3494, 0.3316, 0.8085, 0.2733, -0.1566, 0.7186, -0.5537, 0.2884, 0.5055, 0.3950, 0.3794, 0.0508, 0.4937, 0.5907, 0.4828, 0.4797, 0.5399, 0.4920, 0.4774, 0.4701, 0.4795, 0.4605, 0.3930, 0.4677, 0.4412, 0.2215, -0.0985, 0.6954, 0.8442, 0.4534, 0.5408, 0.3078, 0.0820, 0.3090, 0.5654, 0.5262, 0.4829, 0.4741, 0.5364, 0.4251, 0.3273, 0.5188, 0.4040, 0.3445, 0.5319, 0.5566, 1.1034, 0.0028, 0.5738, 0.4459, -0.1269, 0.4299, 0.5278, -0.5956, 1.0182, -0.5924, -1.0652, 0.0154, -0.9125, 1.2142, -0.1860, -0.3603, -0.5756, 0.9910, -0.5148, -0.5817, 1.0213, 0.0236, -0.6692, 0.7629, 0.6910]
}